[1]
Formula: C3H6N2O3
Source: the OMol25 dataset
Level of theory: ωB97M-V with the def2-TZVPD basis set

Values from the calculation:
Structure (SMILES)   NC(=O)CNC(=O)O
Relative energy (zero: lowest compared OMol25 entry of this formula, charge and spin)   0.851 eV
LUMO level   0.0179 Ha
HOMO-LUMO gap   10.6941 eV
Highest occupied orbital energy   -0.37512 hartree
Maximum force   4.7 eV/Å

```
! wB97M-V def2-TZVPD RIJCOSX def2/J DEFGRID3
* xyz 0 1
H -1.578 0.222 -0.552
O -1.917 -1.578 1.379
H 0.028 3.222 -1.189
C -0.680 0.080 0.046
C 0.919 1.506 -0.976
H 1.202 -0.561 -0.655
N 0.569 0.210 -0.595
H 1.137 -1.895 0.792
O 2.039 1.935 -1.256
O -0.191 2.357 -0.993
C -0.846 -1.243 0.898
N 0.178 -2.156 0.992
H -0.150 -3.046 1.266
H -0.709 0.947 0.843
*
```

[2]
Formula: C50H100F15N5O10
Source: the OMol25 dataset
Level of theory: ωB97M-V with the def2-TZVPD basis set

Values from the calculation:
Structure (SMILES)   CCOC(=O)C(F)(F)F.CCOC(=O)C(F)(F)F.CCOC(=O)C(F)(F)F.CCOC(=O)C(F)(F)F.CCOC(=O)C(F)(F)F.CCN(CC)CC.CCN(CC)CC.CCN(CC)CC.CCN(CC)CC.CCN(CC)CC
Relative energy (zero: lowest compared OMol25 entry of this formula, charge and spin)   5.304 eV
LUMO level   0.0007 Ha
HOMO-LUMO gap   8.1255 eV
Highest occupied orbital energy   -0.29788 hartree
Maximum force   4.9 eV/Å

```
! wB97M-V def2-TZVPD RIJCOSX def2/J DEFGRID3
* xyz 0 1
H -0.910 -0.909 -3.458
H 6.537 5.917 -0.159
H -7.518 -1.909 -2.951
H 1.922 -4.666 7.132
H 6.465 5.591 -1.802
H -5.956 1.549 8.294
C -1.300 -4.748 5.393
H 3.728 6.045 -2.457
C -4.815 3.416 8.419
H -5.258 -4.712 -0.458
C 5.675 -3.792 0.564
C 5.483 7.454 -1.122
O 0.671 9.126 3.438
C 1.270 10.385 3.566
H 6.303 2.358 -8.476
H 3.260 -7.728 5.351
C 3.363 2.153 -8.693
H 0.832 -2.603 -3.102
H -8.927 -5.660 0.125
O 3.581 -5.265 -11.462
F 0.068 -1.282 1.594
H 3.679 -6.357 -13.160
H 0.496 6.525 3.845
H -2.440 2.386 9.365
H -7.027 2.963 8.406
H 3.712 -3.251 -12.986
H 5.385 -4.017 1.590
N 4.648 5.120 -0.754
H 1.233 -7.904 6.827
H 2.183 -5.335 -12.987
F -0.729 10.802 4.860
H -6.121 2.712 6.963
H 6.040 0.427 -6.097
C 5.546 3.903 1.245
H -2.808 5.869 6.150
C -6.929 -3.312 -1.384
C 6.209 2.638 -7.426
H -4.891 3.306 0.479
F 0.015 12.375 3.541
H 2.806 -6.213 4.700
H -0.888 1.593 7.718
C 3.483 -5.722 -9.131
C 3.023 -6.023 -10.551
C -0.199 -2.916 -2.937
H -8.431 -2.733 0.889
H 5.049 4.699 1.800
C 3.260 -5.404 -12.836
H 4.404 -1.950 -0.002
H 2.973 2.320 -6.536
H -2.101 -1.878 -2.751
H 4.068 2.643 -9.365
C 5.432 -2.291 0.124
H 1.878 4.956 -1.120
H -0.005 -6.035 4.309
C 6.315 4.163 -7.371
H 1.486 6.022 2.415
C 5.845 5.988 -0.998
H 0.821 -4.611 4.869
F 2.469 -5.365 -8.358
F 1.107 11.927 5.410
H 5.005 -4.272 -13.619
C 5.050 -5.949 -0.382
C -1.844 1.079 7.816
N -3.643 2.890 7.657
O 2.305 10.748 2.991
C 4.925 3.824 -0.152
F -10.070 1.195 1.799
C 4.385 -6.646 -1.595
H 3.491 -4.036 -14.486
C 3.925 -4.189 -13.497
O -2.018 -2.050 -0.092
O -7.707 1.568 0.910
H 3.629 3.710 -7.190
C -2.901 1.931 8.488
F 4.130 -5.672 -2.566
F 0.474 0.464 0.406
H 5.549 3.120 -0.702
N 5.030 2.194 -6.721
C 2.702 -6.825 5.596
H -6.234 -4.328 0.948
H -9.851 -3.660 1.166
N 0.444 -6.046 6.403
H -5.655 3.476 1.932
H -5.893 -7.118 -0.417
N -7.297 -4.602 -0.784
H 4.928 7.650 -2.039
C -0.502 -0.353 0.818
H 0.275 -4.440 7.749
H 7.358 4.406 -7.574
C 0.401 11.383 4.397
H 0.513 -6.822 8.815
C -10.088 1.752 0.554
H -6.079 -3.571 -2.016
H 2.472 3.414 -1.653
F -1.389 0.292 1.549
H -7.100 -6.879 0.843
C -3.340 4.926 6.274
C 1.016 -5.181 7.452
H 5.955 -1.630 0.814
F 5.219 -7.573 -2.038
C -8.655 1.923 0.002
H -6.161 1.396 -0.335
F 4.431 -4.792 -9.066
H -1.730 0.131 8.341
C -8.626 -4.655 -0.170
H 4.535 4.541 -2.767
H 1.979 4.430 -2.879
H 7.094 2.300 -6.887
F -10.661 2.999 0.675
H 2.238 -6.546 8.676
H -8.868 -2.493 -2.063
C 3.729 2.627 -7.259
F 3.948 -6.881 -8.700
H -2.054 -5.490 5.654
H -6.565 -2.593 -0.650
H 4.549 0.187 -7.015
C -1.034 -1.668 -2.686
H 1.174 -5.510 9.619
C -2.733 3.961 7.250
H -1.284 -4.013 6.198
H 3.998 3.263 -0.040
H -9.320 -4.393 -0.969
H 3.224 -6.339 6.421
F -10.773 1.003 -0.299
H 5.881 -2.086 -0.848
C -5.888 3.196 0.905
H 3.247 0.899 -4.894
H -8.422 -4.073 2.059
H 4.811 1.151 -4.092
C 1.268 -6.048 8.676
O 5.586 -6.617 0.539
H -8.092 -3.485 -3.301
H 4.987 7.741 -0.195
F 3.233 -7.187 -1.177
H -3.673 1.293 8.917
O 2.203 -6.949 -10.780
H 2.368 8.090 3.107
C 2.464 4.475 -1.903
H -5.113 4.448 8.235
H -0.175 6.676 2.275
O 4.987 -4.597 -0.382
C 1.224 -7.209 5.987
C 5.040 0.822 -6.277
H 6.074 4.521 -6.370
C -6.166 -4.983 0.080
C 0.771 6.742 2.813
C 0.091 -5.365 5.164
H -1.718 3.635 7.022
C -1.150 -1.182 -0.296
H 6.348 8.103 -1.263
C -8.769 -3.752 1.076
H -4.382 5.231 6.363
H 1.433 8.347 1.639
H -2.292 0.832 6.853
C -6.062 2.605 8.047
C -7.905 -2.806 -2.468
H -5.834 1.009 1.320
H 6.609 4.129 1.325
H -4.773 3.414 9.509
H 0.726 -7.784 5.207
H 3.442 1.079 -8.865
C 3.924 5.062 -2.029
O -8.456 2.416 -1.115
H 5.373 3.032 1.877
H -0.247 -3.689 -2.170
H 5.605 4.598 -8.074
H 6.754 -3.935 0.614
H -2.473 4.590 8.102
H -0.521 -3.387 -3.866
C 4.304 0.630 -4.903
C -6.305 1.758 0.683
H -1.710 -4.253 4.512
H -5.380 -6.764 1.138
H -3.286 4.533 5.259
H 4.230 -0.429 -4.657
C 1.356 8.133 2.705
O -0.670 -0.894 -1.510
H -6.528 3.960 0.464
H 2.349 2.512 -8.864
C -6.167 -6.494 0.433
*
```

[3]
Formula: C20H27N5O4
Source: the OMol25 dataset
Level of theory: ωB97M-V with the def2-TZVPD basis set

Values from the calculation:
Structure (SMILES)   Cc1c/c(=N\[C@H]2CC[C@@]3(CC2)CN(C(=O)c2conc2C)CCO3)[nH]c(CO)n1
Relative energy (zero: lowest compared OMol25 entry of this formula, charge and spin)   1.503 eV
LUMO level   0.0215 Ha
HOMO-LUMO gap   8.6429 eV
Highest occupied orbital energy   -0.29611 hartree
Maximum force   0.1 eV/Å

```
! wB97M-V def2-TZVPD RIJCOSX def2/J DEFGRID3
* xyz 0 1
H -6.550 -0.418 -3.075
H -2.778 -0.233 0.363
H -1.724 -1.526 -3.216
O -1.343 -1.405 -0.571
N 3.963 0.573 2.642
H -0.394 1.593 -1.792
H -1.743 1.330 -0.719
C -3.631 -1.208 -1.358
H 1.973 1.153 -0.955
H 6.243 -3.322 1.784
O 6.433 0.084 5.224
C -0.858 -0.474 -1.555
H 6.780 0.656 5.914
H 4.998 -3.891 2.880
H -4.634 -0.942 -1.036
H -5.302 4.232 -0.754
C 5.478 0.809 4.495
C -6.310 0.476 -2.522
H -3.659 -2.213 -1.790
C 3.739 -1.378 1.348
C 1.501 -0.914 -0.736
H 4.644 1.136 5.130
C 4.687 -1.920 2.147
C -4.711 3.339 -0.947
H -1.495 0.215 -3.511
C 5.167 -3.324 1.963
H 2.479 -1.246 -1.088
H 4.664 -3.820 1.134
C -5.155 1.124 -2.268
H 0.913 -0.339 -2.735
H 5.913 1.704 4.033
H -3.911 3.575 -1.648
O -7.341 1.128 -1.980
C 4.905 -0.044 3.390
H 0.461 -1.986 -2.298
C -0.758 0.944 -0.989
N -3.157 -0.276 -2.369
C 0.534 -0.964 -1.919
N -6.862 2.253 -1.326
N 5.298 -1.251 3.195
C -2.680 -1.187 -0.170
C 3.285 -0.011 1.553
H -4.260 3.018 -0.006
C -3.763 0.881 -2.744
H 1.162 -1.609 0.035
C 1.595 0.500 -0.155
H -2.928 -1.988 0.525
C -5.573 2.261 -1.507
H -0.195 0.384 1.018
C 0.191 1.000 0.200
H 0.271 2.020 0.578
H 3.311 -1.975 0.565
N 2.434 0.754 1.000
H 3.687 1.525 2.836
C -1.780 -0.528 -2.770
O -3.214 1.720 -3.441
*
```

[4]
Formula: C30H62Cl4O14
Source: the OMol25 dataset
Level of theory: ωB97M-V with the def2-TZVPD basis set

Values from the calculation:
Structure (SMILES)   O=C1C=C(O)C(=O)C=C1O.COCCOC.COCCOC.COCCOC.COCCOC.COCCOC.ClCCCl.ClCCCl
Relative energy (zero: lowest compared OMol25 entry of this formula, charge and spin)   2.251 eV
LUMO level   -0.0607 Ha
HOMO-LUMO gap   7.7375 eV
Highest occupied orbital energy   -0.34508 hartree
Maximum force   4.2 eV/Å

```
! wB97M-V def2-TZVPD RIJCOSX def2/J DEFGRID3
* xyz 0 1
C 21.875 4.903 29.825
H 26.117 0.647 21.275
C 24.180 10.713 21.264
H 24.251 1.749 22.432
H 23.683 0.794 32.845
C 24.281 2.123 30.637
H 21.212 9.947 23.901
H 24.563 8.908 22.145
C 22.868 1.033 32.161
C 24.362 11.787 20.201
C 24.865 1.986 23.301
C 24.515 3.352 23.722
O 30.836 3.061 26.331
H 15.275 9.437 21.940
H 27.956 12.533 24.954
H 24.377 8.041 29.541
H 23.452 3.029 28.872
C 24.618 3.209 26.058
O 25.368 12.258 28.760
H 24.726 1.208 24.052
O 26.253 1.983 22.908
H 28.063 6.323 24.754
C 26.662 0.833 22.201
H 16.893 8.711 24.986
H 30.880 1.785 24.822
C 28.127 5.340 24.288
H 14.794 9.010 23.590
C 24.750 8.045 24.725
H 25.521 9.656 27.881
H 25.264 6.076 25.594
H 22.523 11.659 21.550
H 28.255 5.533 23.222
H 16.736 10.489 24.814
H 27.683 1.058 21.895
H 15.385 10.760 23.109
H 25.511 7.617 30.802
H 19.072 10.610 23.903
C 26.073 9.334 20.576
H 23.964 7.713 24.047
H 24.369 11.582 30.432
H 22.642 5.574 29.438
C 20.922 8.911 24.080
H 32.101 1.491 26.680
O 22.979 10.904 21.927
H 26.684 -0.084 22.790
H 18.966 9.880 25.579
C 18.758 9.764 24.515
C 26.585 11.477 28.494
H 25.407 3.159 26.809
O 25.911 9.488 29.846
Cl 23.571 6.880 27.024
H 25.825 7.300 26.628
H 28.630 2.928 24.440
C 17.225 9.591 24.436
H 23.774 3.823 26.373
C 25.441 11.429 19.301
H 22.241 0.143 32.108
H 22.338 1.952 32.411
Cl 28.793 9.526 23.028
H 21.423 4.298 29.039
C 26.290 10.379 19.462
O 19.552 8.603 24.060
C 31.938 2.532 26.957
H 31.841 2.558 28.043
C 15.417 9.677 22.994
H 25.852 7.371 29.158
O 26.718 8.268 20.711
C 25.007 7.076 25.944
H 27.436 11.751 29.117
C 25.424 8.111 29.834
H 21.135 5.311 30.515
H 32.820 3.147 26.780
H 25.656 8.116 24.124
H 21.422 8.203 23.419
H 24.302 2.171 25.951
H 31.724 3.298 24.521
Cl 27.792 12.718 22.659
H 27.188 9.369 28.164
O 25.214 3.721 24.873
H 23.447 3.430 23.922
H 25.581 12.002 18.396
O 29.330 4.761 24.731
H 25.815 12.661 30.764
C 24.896 9.616 21.400
O 22.558 3.916 30.579
H 27.660 9.282 18.773
C 28.445 11.953 24.172
O 16.820 9.336 23.129
H 24.349 13.278 30.261
H 25.043 1.658 30.012
C 24.990 12.412 30.095
H 28.239 10.066 25.325
C 23.678 3.409 29.869
H 29.535 11.951 24.134
H 24.401 4.221 29.786
O 23.691 12.788 20.120
C 26.337 9.931 28.549
O 27.169 10.041 18.451
C 28.018 10.506 24.353
H 27.287 4.668 24.467
H 29.722 3.472 23.150
H 26.968 11.644 27.487
C 29.569 3.440 24.229
O 23.434 1.049 30.845
H 21.205 8.626 25.093
H 24.736 4.048 22.913
H 26.954 10.290 24.251
Cl 24.451 9.765 25.192
H 24.836 2.515 31.489
C 30.808 2.868 24.927
*
```